1.
DFT (ωB97M-V with the def2-TZVPD basis set) results for a 2-piece molecular cluster, CH3O3PS overall at a distorted geometry.

Element x y z (Å)
O  0.530  -1.697  -0.217
S  1.409  -0.819  0.579
P  1.598  1.213  -0.186
O  2.655  -0.091  -0.346
H  2.044  1.642  1.161
C  -2.043  -0.064  -0.261
O  -1.504  0.760  0.423
H  -2.535  -1.007  0.118
H  -2.154  0.064  -1.271

Calculated values
2S+1 = 1
energy relative to the best compared isomer or geometry (same formula, charge and spin) = 3.279 eV
calculated total energy = -1005.0777 a.u.
Kohn-Sham gap = 9.2372 eV
SMILES = O=S1#[PH]O1.C=O
lowest unoccupied orbital energy = -0.3 eV
strongest force on any atom = 3.112 eV/A

Atom charges from the Löwdin analysis, given in e for atoms 1 to 2: atom 1 (O): -0.56, atom 2 (S): 0.74

=====

2.
DFT (ωB97M-V with the def2-TZVPD basis set) results for an isolated ion of composition CH3O3S2 and charge -1 at a distorted geometry.

Element x y z (Å)
C  0.583  0.869  0.410
S  0.111  -0.807  -0.118
O  0.385  -1.558  1.160
O  1.124  -1.036  -1.189
S  -2.062  -1.006  -0.508
O  -2.317  0.167  -1.476
H  -0.215  1.582  0.338
H  1.496  1.122  -0.193
H  0.896  0.668  1.574

Calculated values
2S+1 = 1
energy relative to the best compared isomer or geometry (same formula, charge and spin) = 2.198 eV
calculated total energy = -1061.9893 a.u.
charge = -1
Kohn-Sham gap = 6.9934 eV
SMILES = CS(=O)(=O)S[O-]
lowest unoccupied orbital energy = 3.8 eV
strongest force on any atom = 3.344 eV/A

Atom charges from the Löwdin analysis, given in e for atoms 1 to 2: atom 1 (C): -0.21, atom 2 (S): 0.40

=====

3.
DFT (ωB97M-V with the def2-TZVPD basis set) results for an isolated ion of composition CH3O3S2 and charge -1 at a distorted geometry.

Element x y z (Å)
C  0.666  1.013  -0.571
O  -1.469  -1.276  -0.652
O  -1.076  0.052  1.388
O  -0.466  -2.336  1.297
S  1.357  -0.552  0.062
S  -0.694  -1.071  0.593
H  -0.109  1.351  0.011
H  0.325  1.091  -1.559
H  1.466  1.728  -0.568

Calculated values
2S+1 = 3
energy relative to the best compared isomer or geometry (same formula, charge and spin) = 1.786 eV
calculated total energy = -1061.9124 a.u.
charge = -1
Kohn-Sham gap (alpha / beta) = 4.3413 / 6.4001 eV
lowest unoccupied orbital energy (alpha / beta) = 3.7 / 1.2 eV
strongest force on any atom = 3.809 eV/A

Atom charges from the Löwdin analysis, given in e for atoms 1 to 2: atom 1 (C): -0.46, atom 2 (O): -0.42

=====

4.
DFT (ωB97M-V with the def2-TZVPD basis set) results for an isolated ion of composition CH3O3Si and charge -1 at a distorted geometry.

Element x y z (Å)
O  -1.259  1.328  1.377
C  -0.704  0.574  0.547
O  -1.460  0.485  -0.698
Si  0.877  -0.388  0.063
O  1.212  -0.227  -1.372
H  -0.881  0.190  -1.522
H  0.459  -1.972  0.479
H  1.756  0.011  1.126

Calculated values
2S+1 = 1
energy relative to the best compared isomer or geometry (same formula, charge and spin) = 1.306 eV
calculated total energy = -555.1760 a.u.
charge = -1
Kohn-Sham gap = 9.1575 eV
SMILES = O=C(O)[SiH2][O-]
lowest unoccupied orbital energy = 4.3 eV
strongest force on any atom = 5.578 eV/A

Atom charges from the Löwdin analysis, given in e for atoms 1 to 2: atom 1 (O): -0.06, atom 2 (C): -0.50

=====

5.
DFT (ωB97M-V with the def2-TZVPD basis set) results for an isolated ion of composition CH3O3Si and charge -1 at a distorted geometry.

Element x y z (Å)
O  -1.635  -1.030  -0.131
C  -1.341  0.167  0.083
O  -2.088  1.153  0.153
Si  0.600  0.374  0.179
O  1.172  -0.837  -0.779
H  1.514  0.153  1.676
H  1.236  1.579  -0.356
H  0.542  -1.558  -0.825

Calculated values
2S+1 = 1
energy relative to the best compared isomer or geometry (same formula, charge and spin) = 0.534 eV
calculated total energy = -555.2043 a.u.
charge = -1
Kohn-Sham gap = 8.0653 eV
SMILES = O=C([O-])[SiH2]O
lowest unoccupied orbital energy = 4.1 eV
strongest force on any atom = 2.382 eV/A

Atom charges from the Löwdin analysis, given in e for atoms 1 to 2: atom 1 (O): -0.13, atom 2 (C): -0.85

=====

6.
DFT (ωB97M-V with the def2-TZVPD basis set) results for CH3O4S2 as an isolated structure at a distorted geometry.

Element x y z (Å)
C  -0.584  -0.093  -0.275
O  0.908  -1.594  1.334
O  -1.383  -1.271  1.811
O  0.134  0.621  2.125
O  1.149  -0.123  -0.951
S  -1.038  1.540  -0.300
S  -0.168  -0.672  1.400
H  -1.084  -0.894  -0.939
H  1.609  -0.087  -0.167
H  -0.436  1.732  0.918

Calculated values
2S+1 = 1
energy relative to the best compared isomer or geometry (same formula, charge and spin) = 1.847 eV
calculated total energy = -1137.2484 a.u.
charge = -1
Kohn-Sham gap = 8.6519 eV
lowest unoccupied orbital energy = 3.3 eV
strongest force on any atom = 5.373 eV/A

Atom charges from the Löwdin analysis, given in e for atoms 1 to 2: atom 1 (C): -0.65, atom 2 (O): -0.33

=====

7.
DFT (ωB97M-V with the def2-TZVPD basis set) results for a single CH3P3 molecule at a distorted geometry.

Element x y z (Å)
C  -1.379  -0.082  -0.494
P  -1.843  1.434  -1.350
P  0.197  2.219  -1.991
P  0.306  0.530  -0.614
H  -1.853  -0.513  0.366
H  1.238  -0.503  -0.842
H  0.774  0.887  0.647

Calculated values
2S+1 = 1
energy relative to the best compared isomer or geometry (same formula, charge and spin) = 0.593 eV
calculated total energy = -1063.8551 a.u.
Kohn-Sham gap = 7.4540 eV
SMILES = C1=P2=P[PH2]12
lowest unoccupied orbital energy = -0.4 eV
strongest force on any atom = 4.336 eV/A

Atom charges from the Löwdin analysis, given in e for atoms 1 to 2: atom 1 (C): -0.70, atom 2 (P): 0.42

=====

8.
DFT (ωB97M-V with the def2-TZVPD basis set) results for CH3PS4 as an isolated structure at a distorted geometry.

Element x y z (Å)
C  1.160  1.291  0.116
P  0.029  -0.195  0.941
S  2.178  0.206  -0.792
S  1.832  -1.289  0.627
S  -2.628  -2.027  -0.106
S  -1.307  -0.681  -0.908
H  0.612  2.110  -0.306
H  1.756  1.830  0.801
H  -3.633  -1.244  -0.374

Calculated values
2S+1 = 1
energy relative to the best compared isomer or geometry (same formula, charge and spin) = 1.122 eV
calculated total energy = -1973.9820 a.u.
Kohn-Sham gap = 8.0944 eV
lowest unoccupied orbital energy = -0.3 eV
strongest force on any atom = 2.869 eV/A

Atom charges from the Löwdin analysis, given in e for atoms 1 to 2: atom 1 (C): -0.81, atom 2 (P): 0.35

=====

9.
DFT (ωB97M-V with the def2-TZVPD basis set) results for a single CH3PS4 molecule at a distorted geometry.

Element x y z (Å)
C  -1.727  0.569  -0.031
P  3.096  -0.019  0.319
S  -1.734  -0.732  1.131
S  2.495  -1.885  -0.210
S  -0.086  0.661  -0.950
S  1.370  1.250  0.347
H  -2.360  0.507  -0.877
H  -2.216  1.441  0.478
H  1.163  -1.793  -0.207

Calculated values
2S+1 = 1
energy relative to the best compared isomer or geometry (same formula, charge and spin) = 3.405 eV
calculated total energy = -1973.8982 a.u.
Kohn-Sham gap (alpha / beta) = 4.2161 / 3.3819 eV
lowest unoccupied orbital energy (alpha / beta) = -3.0 / -3.3 eV
strongest force on any atom = 2.233 eV/A

Atom charges from the Löwdin analysis, given in e for atoms 1 to 2: atom 1 (C): -1.11, atom 2 (P): 0.25

=====

10.
DFT (ωB97M-V with the def2-TZVPD basis set) results for a 21-piece molecular cluster, CH41N3O20S2 overall at a distorted geometry.

Element x y z (Å)
N  -2.320  0.388  0.854
S  0.197  -1.316  -1.433
N  0.213  0.457  0.565
N  -1.071  0.398  0.708
S  2.151  -1.636  0.613
C  0.786  -0.668  -0.006
H  2.740  -0.606  1.190
O  5.644  -0.720  -0.563
H  6.473  -0.699  -1.142
H  5.821  -1.337  0.219
O  -5.220  3.454  1.471
H  -6.157  3.830  1.525
H  -5.251  2.611  0.912
O  -6.182  0.123  0.215
H  -7.024  0.258  0.759
H  -5.416  -0.040  0.856
O  0.813  -4.723  0.294
H  1.001  -3.757  0.530
H  -0.183  -4.824  0.151
O  2.189  2.677  2.138
H  2.878  1.972  1.906
H  2.258  2.871  3.128
O  -0.189  3.942  2.920
H  0.328  4.049  2.058
H  0.005  4.744  3.506
O  -1.007  -4.679  -2.779
H  -1.141  -5.481  -3.381
H  -1.326  -4.924  -1.851
O  -0.761  2.803  -1.787
H  -1.292  3.654  -1.918
H  0.009  3.005  -1.162
O  -2.415  2.386  3.565
H  -1.575  2.852  3.248
H  -2.718  2.830  4.422
O  -2.218  0.533  -2.412
H  -1.943  -0.428  -2.255
H  -1.495  1.133  -2.035
O  3.261  2.087  -2.171
H  4.144  2.434  -1.818
H  2.529  2.393  -1.544
O  1.484  3.805  -0.338
H  1.918  4.712  -0.231
H  1.511  3.335  0.558
O  -1.544  -0.112  4.132
H  -2.051  -0.894  3.739
H  -1.986  0.741  3.814
O  4.490  0.912  1.537
H  5.237  1.041  2.207
H  4.904  0.813  0.619
O  -2.239  -2.687  2.524
H  -2.516  -3.301  1.770
H  -1.384  -3.048  2.926
O  0.227  -1.480  -5.564
H  0.211  -2.477  -5.736
H  1.105  -1.252  -5.115
O  -2.029  -2.202  -3.877
H  -1.528  -1.595  -4.513
H  -1.387  -2.910  -3.544
O  3.809  -0.645  -2.464
H  4.569  -0.580  -1.799
H  3.256  0.199  -2.394
O  -4.622  -1.017  2.510
H  -5.258  -1.550  3.088
H  -3.761  -1.541  2.422
O  3.496  -3.712  -2.141
H  4.249  -3.886  -1.488
H  3.304  -2.718  -2.144

Calculated values
2S+1 = 1
calculated total energy = -2527.9130 a.u.
Kohn-Sham gap = 7.6864 eV
lowest unoccupied orbital energy = -0.8 eV
strongest force on any atom = 11.979 eV/A

Atom charges from the Löwdin analysis, given in e for atoms 1 to 2: atom 1 (N): 0.33, atom 2 (S): 0.74

=====

What did the ninth record say?
DFT (ωB97M-V with the def2-TZVPD basis set) results for a single CH3PS4 molecule at a distorted geometry.

Element x y z (Å)
C  -1.727  0.569  -0.031
P  3.096  -0.019  0.319
S  -1.734  -0.732  1.131
S  2.495  -1.885  -0.210
S  -0.086  0.661  -0.950
S  1.370  1.250  0.347
H  -2.360  0.507  -0.877
H  -2.216  1.441  0.478
H  1.163  -1.793  -0.207

Calculated values
2S+1 = 1
energy relative to the best compared isomer or geometry (same formula, charge and spin) = 3.405 eV
calculated total energy = -1973.8982 a.u.
Kohn-Sham gap (alpha / beta) = 4.2161 / 3.3819 eV
lowest unoccupied orbital energy (alpha / beta) = -3.0 / -3.3 eV
strongest force on any atom = 2.233 eV/A

Atom charges from the Löwdin analysis, given in e for atoms 1 to 2: atom 1 (C): -1.11, atom 2 (P): 0.25

=====

Which value of strongest force on any atom does entry 10 give? 11.979 eV/A

=====

Look up the calculated total energy of the seventh one. -1063.8551 a.u.